(1)
Below is a cluster of 2 separate species, C7H20N4 in total in a non-equilibrium geometry, with properties calculated with the ωB97M-V functional and the def2-TZVPD basis.

CARTESIAN COORDINATES (ANGSTROEM)
C (-0.311, -0.515, 0.388)
C (-3.946, -1.325, -0.353)
C (-4.419, 1.024, 0.450)
C (4.583, -0.870, 0.555)
C (3.826, 1.476, -0.159)
C (-3.347, -0.034, 0.248)
C (3.729, -0.023, -0.382)
N (-1.083, 0.119, -0.673)
N (0.890, 0.076, 0.666)
N (-2.344, 0.486, -0.622)
N (2.509, -0.488, -0.784)
H (-0.938, -0.542, 1.306)
H (-0.168, -1.580, 0.134)
H (-4.401, -1.112, -1.316)
H (-3.198, -2.101, -0.470)
H (-4.720, -1.685, 0.319)
H (-3.990, 1.971, 0.770)
H (-5.114, 0.694, 1.217)
H (-4.996, 1.188, -0.458)
H (4.144, -0.832, 1.552)
H (4.630, -1.912, 0.244)
H (5.594, -0.478, 0.610)
H (4.855, 1.814, -0.247)
H (3.494, 1.703, 0.854)
H (3.212, 2.027, -0.866)
H (-2.874, -0.306, 1.206)
H (4.191, -0.183, -1.403)
H (-0.509, 0.619, -1.354)
H (0.961, 1.076, 0.523)
H (-2.652, 1.206, -1.278)
H (2.391, -1.494, -0.678)

Computed properties:
DFT total energy   -13520.1486 eV
ΔE to the lowest compared entry with this formula, charge and spin   736.3 kJ/mol
Orbital gap (alpha / beta)   5.342 / 5.386 eV
HOMO (alpha / beta)   -16.505 / -16.556 eV
Charge   +2

Results of the Löwdin charge analysis, in e, for atoms 1 through 2:
1. C -0.279
2. C 0.009

(2)
Below is a cluster of 2 separate species, C7H20NO2S in total, with properties calculated with the ωB97M-V functional and the def2-TZVPD basis.

CARTESIAN COORDINATES (ANGSTROEM)
C (-0.927, 4.437, -2.492)
C (-0.689, 4.472, -0.999)
O (-0.547, 3.147, -0.389)
S (0.808, 2.442, -0.816)
N (1.226, 1.653, 0.595)
C (0.261, 1.109, -1.877)
C (0.067, -0.238, -1.196)
H (-0.159, 3.877, -3.019)
H (-1.883, 3.969, -2.691)
H (-0.905, 5.457, -2.856)
H (0.180, 5.076, -0.765)
H (-1.563, 4.893, -0.522)
H (2.090, 1.142, 0.403)
H (1.484, 2.390, 1.255)
H (0.938, 1.020, -2.720)
H (-0.692, 1.432, -2.283)
H (-0.236, -0.937, -1.969)
H (0.971, -0.642, -0.760)
H (-0.735, -0.216, -0.472)
C (0.937, -3.065, 2.659)
C (-0.225, -3.285, 1.703)
C (-0.938, -4.597, 1.986)
O (0.237, -3.258, 0.348)
H (1.678, -3.861, 2.549)
H (1.439, -2.120, 2.443)
H (0.601, -3.051, 3.696)
H (-0.933, -2.459, 1.794)
H (-0.254, -5.439, 1.856)
H (-1.768, -4.740, 1.294)
H (-1.327, -4.625, 3.005)
H (0.864, -3.984, 0.239)

Computed properties:
DFT total energy   -23995.8797 eV
Orbital gap   9.281 eV
HOMO   -12.617 eV
Charge   +1

Results of the Löwdin charge analysis, in e, for atoms 1 through 2:
1. C -0.068
2. C -0.252

(3)
Below is a structure of composition C7H21B3FO7Tl in a non-equilibrium geometry, with properties calculated with the ωB97M-V functional and the def2-TZVPD basis.

CARTESIAN COORDINATES (ANGSTROEM)
Tl (0.678, 0.829, 0.701)
B (3.606, 0.831, -0.043)
H (4.660, 0.964, -0.231)
H (3.116, 1.652, -0.543)
H (3.242, -0.099, -0.452)
H (3.420, 0.826, 1.020)
B (1.510, -2.132, 1.799)
H (1.386, -1.467, 2.639)
H (0.624, -2.059, 1.187)
H (2.420, -1.879, 1.277)
H (1.635, -3.154, 2.121)
B (-0.558, 0.266, 3.539)
H (-0.723, -0.464, 2.762)
H (-0.622, 1.298, 3.230)
H (-1.317, 0.142, 4.295)
H (0.426, 0.196, 3.976)
C (-4.012, -1.310, 0.789)
C (-2.510, -1.474, 0.958)
O (-1.752, -0.735, 0.271)
O (-2.171, -2.398, 1.726)
H (-4.128, -0.902, -0.215)
H (-4.425, -0.526, 1.424)
H (-4.552, -2.257, 0.768)
C (0.599, 5.793, 0.307)
C (0.799, 4.311, 0.499)
O (0.543, 3.684, 1.587)
O (1.080, 3.762, -0.569)
H (1.459, 6.237, -0.194)
H (0.425, 6.129, 1.330)
H (-0.344, 5.874, -0.234)
C (-0.191, -2.144, -4.584)
C (-1.312, -2.530, -3.677)
O (-0.738, -2.506, -2.383)
C (0.321, -1.651, -2.386)
O (0.998, -1.248, -1.427)
O (0.658, -1.454, -3.641)
F (-1.782, -3.784, -3.912)
H (-0.629, -1.646, -5.449)
H (0.345, -3.083, -4.726)
H (-2.184, -1.891, -3.537)

Computed properties:
DFT total energy   -31358.7357 eV
Orbital gap   3.738 eV
HOMO   -2.603 eV
Charge   -2

Results of the Löwdin charge analysis, in e, for atoms 1 through 2:
1. Tl 1.333
2. B -0.426

(4)
Below is a structure of composition C7H21BBr2N4O11 in a non-equilibrium geometry, with properties calculated with the ωB97M-V functional and the def2-TZVPD basis.

CARTESIAN COORDINATES (ANGSTROEM)
N (0.404, 0.917, 3.254)
H (1.142, 1.422, 3.723)
H (-0.581, 1.052, 3.432)
H (0.494, -0.085, 3.350)
H (0.494, 1.041, 2.256)
N (-1.244, 2.284, -0.875)
H (-0.630, 1.499, -0.713)
H (-1.946, 2.209, -0.153)
H (-1.657, 2.090, -1.776)
H (-0.666, 3.112, -0.906)
N (3.353, -0.098, 1.379)
H (3.048, -0.546, 2.231)
H (3.752, 0.809, 1.576)
H (2.579, 0.125, 0.771)
H (4.017, -0.715, 0.933)
N (-0.137, -1.765, 0.937)
H (-0.431, -2.721, 0.794)
H (0.306, -1.655, 1.838)
H (-0.811, -1.016, 0.869)
H (0.537, -1.588, 0.206)
O (-1.741, 1.046, -2.278)
C (-2.413, 0.242, -1.630)
O (-2.384, -1.052, -1.730)
B (-3.072, -1.607, -0.507)
O (-3.974, -0.456, -0.081)
C (-3.524, 0.689, -0.655)
O (-3.740, 1.839, -0.263)
O (-3.898, -2.794, -0.820)
C (-3.336, -3.874, -0.157)
O (-3.615, -5.076, -0.223)
C (-2.349, -3.235, 0.809)
O (-2.268, -2.012, 0.590)
O (-1.614, -3.867, 1.542)
O (-0.095, 0.708, -0.817)
C (0.593, 0.568, 0.328)
O (1.633, -0.071, 0.302)
O (0.054, 0.903, 1.402)
H (0.576, 0.322, -1.385)
Br (5.112, 0.853, -1.759)
C (3.168, 0.791, -1.950)
C (2.654, 2.078, -2.492)
Br (0.627, 1.984, -2.676)
H (2.804, 0.534, -0.956)
H (2.888, -0.095, -2.521)
H (3.030, 2.381, -3.469)
H (2.862, 2.830, -1.731)

Computed properties:
DFT total energy   -176816.8260 eV
Orbital gap   7.984 eV
HOMO   -15.706 eV
Charge   +2

Results of the Löwdin charge analysis, in e, for atoms 1 through 2:
1. N 0.283
2. H 0.155